# 1
{"formula": "C4H5N3", "method": "ωB97M-V/def2-TZVPD", "spin_multiplicity": 1, "gap_ha": 0.3470, "largest_force_ha_per_bohr": 0.0854, "smiles": "[H]/N=C\\NC(=C)C#N", "de_lowest_ev": 2.6025, "species": ["N", "N", "N", "C", "C", "C", "C", "H", "H", "H", "H", "H"], "coordinates": [[-0.346, 1.887, -1.076], [0.527, -2.060, 2.616], [0.822, 0.389, 0.321], [0.370, -1.573, 1.544], [-1.048, -0.949, -0.491], [-0.043, -0.750, 0.398], [0.650, 1.386, -0.571], [-1.184, -0.389, -1.413], [1.545, 1.943, -0.731], [1.726, 0.421, 0.753], [-1.326, 1.557, -1.015], [-1.692, -1.861, -0.335]], "forces_ev_per_a": [[-3.48, 1.41, -2.27], [-0.19, 1.55, -4.10], [-0.60, -1.83, 0.19], [-1.03, -1.22, 3.49], [0.10, -2.14, 1.31], [0.88, 1.05, -0.57], [0.93, 0.67, 0.93], [0.08, 0.00, 0.57], [1.07, 0.23, -0.11], [0.06, -0.71, 0.30], [1.35, -0.16, 0.52], [0.83, 1.16, -0.25]]}



# 2
{"formula": "C4H5N3", "method": "ωB97M-V/def2-TZVPD", "spin_multiplicity": 1, "gap_ha": 0.3573, "largest_force_ha_per_bohr": 0.0069, "smiles": "Nc1cncnc1", "de_lowest_ev": 0.7315, "species": ["N", "N", "N", "C", "C", "C", "C", "H", "H", "H", "H", "H"], "coordinates": [[1.466, 1.128, 0.180], [1.382, -1.243, 0.102], [-2.014, 0.036, -0.116], [0.059, -1.182, 0.190], [-0.638, 0.026, 0.108], [2.009, -0.073, 0.006], [0.140, 1.172, 0.264], [3.061, -0.101, -0.250], [-2.258, -0.700, -0.766], [-2.344, 0.921, -0.480], [-0.488, -2.119, 0.298], [-0.315, 2.150, 0.430]], "forces_ev_per_a": [[-0.10, -0.21, -0.03], [-0.14, 0.24, -0.03], [-0.13, 0.08, -0.02], [-0.04, 0.08, -0.12], [0.34, -0.07, 0.00], [0.16, 0.04, 0.03], [-0.03, -0.02, -0.11], [0.05, -0.01, 0.25], [-0.24, 0.03, 0.15], [-0.01, -0.09, 0.14], [0.10, 0.10, -0.12], [0.04, -0.16, -0.14]]}



# 3
{"formula": "C4H5N3", "method": "ωB97M-V/def2-TZVPD", "spin_multiplicity": 1, "gap_ha": 0.3186, "largest_force_ha_per_bohr": 0.0190, "de_lowest_ev": 5.2875, "species": ["N", "N", "N", "C", "C", "C", "C", "H", "H", "H", "H", "H"], "coordinates": [[1.482, -1.037, 0.076], [0.228, 1.347, 0.844], [-1.948, -0.030, 0.000], [0.224, -1.073, -0.113], [-0.084, 1.484, -0.364], [-0.560, 0.184, -0.025], [2.589, -0.733, 0.513], [-2.519, 0.799, -0.062], [-0.290, -2.025, -0.214], [-0.186, 2.291, -1.084], [-2.316, -0.726, 0.633], [3.379, -0.481, -0.203]], "forces_ev_per_a": [[0.29, 0.22, 0.32], [-0.87, -0.24, -0.37], [-0.08, 0.02, 0.14], [0.24, 0.06, -0.03], [0.04, 0.15, 0.14], [0.11, -0.04, 0.11], [-0.35, -0.25, -0.21], [0.08, -0.15, 0.13], [0.14, 0.16, -0.17], [0.38, 0.01, -0.11], [0.14, 0.17, 0.12], [-0.11, -0.10, -0.07]]}



# 4
{"formula": "C4H5N3", "method": "ωB97M-V/def2-TZVPD", "spin_multiplicity": 1, "gap_ha": [0.2847, 0.2857], "largest_force_ha_per_bohr": 0.0220, "de_lowest_ev": 5.2531, "species": ["N", "N", "N", "C", "C", "C", "C", "H", "H", "H", "H", "H"], "coordinates": [[-0.875, -0.678, 0.992], [1.249, 0.178, 0.603], [-1.312, 1.522, -1.679], [0.862, 0.520, -0.729], [-1.085, -0.889, -0.330], [0.445, -0.370, 1.411], [-0.699, 0.679, -1.132], [-0.256, -1.515, -0.694], [-1.613, -0.201, 1.501], [1.301, -0.186, -1.440], [0.726, -0.573, 2.443], [1.256, 1.512, -0.947]], "forces_ev_per_a": [[-0.09, 0.04, -0.15], [-0.36, -0.12, 0.11], [0.64, -0.78, 0.50], [0.23, 0.07, -0.08], [0.04, -0.27, 0.28], [0.16, 0.07, -0.14], [-0.42, 0.80, -0.46], [-0.06, 0.15, 0.05], [0.11, -0.04, -0.03], [-0.18, 0.10, 0.08], [-0.03, 0.04, -0.17], [-0.04, -0.06, 0.01]]}



# 5
{"formula": "C4H5N3", "method": "ωB97M-V/def2-TZVPD", "spin_multiplicity": 1, "gap_ha": 0.3479, "largest_force_ha_per_bohr": 0.1235, "smiles": "C=Cn1cncn1", "de_lowest_ev": 3.1550, "species": ["N", "N", "N", "C", "C", "C", "C", "H", "H", "H", "H", "H"], "coordinates": [[-1.898, 0.914, 0.013], [-1.276, -1.224, -0.119], [-0.151, -0.388, -0.127], [1.084, -0.774, 0.071], [-2.276, -0.390, -0.047], [-0.541, 0.915, -0.038], [1.945, 0.242, -0.061], [0.196, 1.710, 0.106], [1.399, -1.870, 0.270], [3.126, 0.096, -0.052], [1.685, 1.357, -0.234], [-3.292, -0.588, 0.218]], "forces_ev_per_a": [[1.96, 1.47, -0.12], [1.46, -0.10, 0.17], [-6.33, 0.48, 0.08], [5.36, -1.30, -0.11], [1.36, 1.52, 0.66], [-3.51, -1.38, 0.25], [4.62, 0.74, -0.09], [-1.50, -0.22, -0.15], [-0.96, 2.14, -0.49], [-2.87, 0.05, 0.30], [0.79, -2.60, 0.07], [-0.38, -0.80, -0.58]]}



# 6
{"formula": "C4H5N3", "method": "ωB97M-V/def2-TZVPD", "spin_multiplicity": 1, "gap_ha": 0.3861, "largest_force_ha_per_bohr": 0.0226, "smiles": "N#C[C@H]1CN=CN1", "de_lowest_ev": 1.2645, "species": ["N", "N", "N", "C", "C", "C", "C", "H", "H", "H", "H", "H"], "coordinates": [[1.445, 0.178, -0.738], [0.278, -0.424, 1.121], [-1.974, 1.966, 0.242], [-0.736, -0.358, 0.072], [1.414, 0.141, 0.533], [0.172, -0.395, -1.185], [-1.462, 0.932, 0.150], [-0.251, 0.175, -2.014], [0.009, -0.101, 2.041], [2.219, 0.501, 1.168], [0.331, -1.429, -1.518], [-1.446, -1.187, 0.130]], "forces_ev_per_a": [[-0.03, 0.01, 0.38], [0.01, 0.13, 0.07], [0.45, -1.07, -0.10], [-0.09, -0.05, -0.10], [0.16, 0.03, -0.14], [-0.16, -0.05, -0.15], [-0.53, 0.91, 0.08], [0.08, -0.08, 0.09], [0.08, 0.01, -0.10], [-0.04, -0.14, -0.09], [-0.04, 0.14, 0.10], [0.10, 0.15, -0.05]]}



# 7
{"formula": "C4H5N3", "method": "ωB97M-V/def2-TZVPD", "spin_multiplicity": 1, "gap_ha": 0.3467, "largest_force_ha_per_bohr": 0.0221, "de_lowest_ev": 4.6598, "species": ["N", "N", "N", "C", "C", "C", "C", "H", "H", "H", "H", "H"], "coordinates": [[-0.111, 0.754, -0.184], [-1.353, 0.242, 3.045], [-0.629, -2.704, -0.314], [0.841, 0.531, -1.280], [-0.911, -0.050, 2.011], [-0.250, -0.395, 0.793], [-0.463, -1.685, 0.218], [0.782, 1.381, -1.960], [-0.983, 1.212, -0.451], [1.850, 0.489, -0.857], [0.648, -0.399, -1.824], [0.580, 0.624, 0.803]], "forces_ev_per_a": [[-0.09, 0.16, 0.00], [0.29, -0.25, -1.04], [0.25, 0.99, 0.50], [0.07, -0.07, -0.09], [-0.39, 0.20, 0.83], [-0.12, -0.27, 0.11], [-0.10, -0.82, -0.42], [-0.01, -0.12, 0.10], [0.19, -0.02, 0.14], [-0.14, -0.07, -0.13], [-0.08, 0.14, 0.06], [0.13, 0.13, -0.05]]}



# 8
{"formula": "C4H5N3", "method": "ωB97M-V/def2-TZVPD", "spin_multiplicity": 1, "gap_ha": [0.2478, 0.2506], "largest_force_ha_per_bohr": 0.0907, "de_lowest_ev": 11.5907, "species": ["N", "N", "N", "C", "C", "C", "C", "H", "H", "H", "H", "H"], "coordinates": [[-3.467, -0.858, -0.173], [-5.091, 0.665, 0.117], [-4.804, -0.574, -0.269], [-0.035, -0.142, 0.430], [0.054, -0.139, -1.049], [-2.873, 0.126, 0.464], [-3.914, 1.012, 0.519], [1.084, 0.109, -1.552], [0.366, 0.721, 0.879], [-0.676, 0.708, -1.298], [-0.099, -0.974, 0.991], [-0.227, -1.064, -1.581]], "forces_ev_per_a": [[0.19, 0.00, 0.99], [-0.72, 1.60, 1.33], [-0.74, 0.01, -1.34], [-1.22, 1.92, -3.04], [0.09, 0.87, -1.50], [4.60, 0.47, 0.60], [-1.06, -2.34, -1.45], [-1.56, 0.01, 1.52], [0.00, 1.03, 0.80], [1.21, -1.15, -0.33], [-0.43, -2.79, 1.77], [-0.36, 0.37, 0.66]]}



# 9
{"formula": "C4H5N3O", "method": "ωB97M-V/def2-TZVPD", "spin_multiplicity": 1, "gap_ha": 0.3329, "largest_force_ha_per_bohr": 0.2131, "smiles": "Cn1cncnc1=O", "de_lowest_ev": 3.5258, "species": ["O", "N", "N", "N", "C", "C", "C", "C", "H", "H", "H", "H", "H"], "coordinates": [[-1.787, 0.604, 1.010], [-1.286, 0.906, -1.304], [0.009, -0.035, 0.377], [0.629, -0.381, -1.952], [-1.064, 0.569, 0.056], [-0.429, 0.532, -2.178], [0.324, -0.440, 1.754], [1.009, -0.304, -0.574], [1.940, -0.730, -0.288], [-0.472, -0.869, 2.364], [1.316, -1.129, 1.865], [0.696, 0.639, 2.148], [-0.884, 0.637, -3.277]], "forces_ev_per_a": [[-3.88, 1.98, 0.80], [-0.31, 1.28, 1.85], [9.95, -4.32, -1.58], [1.96, 3.17, 4.08], [-3.74, 0.85, -1.76], [-1.58, -3.06, -1.76], [3.79, 2.40, 1.52], [-4.83, -1.13, -4.41], [0.46, -0.31, 0.38], [-0.07, 0.35, -0.60], [-2.54, 1.52, -0.89], [-1.10, -2.71, 0.22], [1.89, -0.04, 2.16]]}



# 10
{"formula": "C4H5N3O", "method": "ωB97M-V/def2-TZVPD", "spin_multiplicity": 1, "gap_ha": [0.3074, 0.3056], "largest_force_ha_per_bohr": 0.1104, "de_lowest_ev": 6.9489, "species": ["O", "N", "N", "N", "C", "C", "C", "C", "H", "H", "H", "H", "H"], "coordinates": [[2.103, 0.988, 0.789], [-0.382, 0.327, -0.178], [-2.027, -0.851, 0.601], [-2.437, 0.419, 0.359], [-1.489, 1.154, -0.120], [-0.791, -0.853, 0.361], [0.643, -1.448, -0.042], [0.787, -0.174, -0.691], [1.705, 1.849, 0.593], [1.188, -1.322, 0.871], [0.825, -2.504, -0.479], [1.371, 0.223, -1.606], [-1.494, 2.193, -0.459]], "forces_ev_per_a": [[-1.38, -1.50, -1.92], [-0.05, 0.82, -0.54], [-1.22, -1.51, 1.18], [-1.53, 1.82, -0.02], [0.65, -0.07, -0.64], [2.55, -0.89, -1.85], [-1.05, -3.46, 1.44], [3.14, 4.67, -0.76], [0.12, -0.09, 0.05], [0.81, -0.45, 0.59], [-0.50, 2.13, 0.38], [-1.30, -0.89, 1.75], [-0.25, -0.58, 0.33]]}